[1]
15
Properties=species:S:1:pos:R:3:forces:R:3 method="wB97M-V/def2-TZVPD" largest_force_ev_per_a=2.8 homo_energy_ha="-0.300 / -0.319" de_lowest_kj_mol=399.4 e_lumo_ev="-1.5 / -0.1" mol_weight_g_mol=138.534 total_energy_ha=-1033.8828
C -1.1885 -0.4251 2.1457 -1.5 0.3 1.3
C -1.0115 0.5187 1.2949 1.9 0.1 -0.4
C -1.1042 1.9355 0.9824 -1.6 -0.1 2.3
C 1.0228 -1.2284 -2.4841 0.2 -2.0 1.5
O 1.7152 -1.9147 0.1035 0.1 -0.9 0.7
P 1.1196 -0.8020 -0.6390 -0.8 0.0 -1.0
Cl 2.3956 0.7644 -0.6030 0.3 0.8 -0.2
H -0.8815 -1.4467 1.9641 -0.1 -0.1 0.4
H -1.8202 -0.0887 3.0397 0.9 -1.0 -0.8
H -0.1764 2.4289 0.9153 1.4 0.4 0.3
H -1.3876 1.8010 -0.0213 -1.5 1.3 -1.5
H -1.7751 2.5402 1.7859 1.0 -1.3 -2.2
H 0.3369 -0.6082 -2.9728 -1.0 0.9 -0.8
H 1.9983 -1.1527 -2.9152 0.7 0.4 -0.1
H 0.7566 -2.3222 -2.5962 -0.1 1.3 0.4

[2]
7
Properties=species:S:1:pos:R:3:forces:R:3 method="wB97M-V/def2-TZVPD" largest_force_ev_per_a=3.3 homo_energy_ha=-0.308 de_lowest_kj_mol=180.2 e_lumo_ev=-0.4 mol_weight_g_mol=80.184 total_energy_ha=-765.2921
O 1.2993 1.0429 -0.1742 0.4 0.2 -0.2
Si 0.6013 -0.3707 -0.4785 -3.1 0.9 0.9
S -2.3486 0.0203 0.0418 2.4 -0.2 -1.0
H 1.1974 1.5578 0.6248 -0.1 0.0 0.2
H 0.7671 -0.6038 -1.8883 0.0 -0.4 -0.4
H 0.7271 -1.3878 0.5408 0.3 -0.4 0.1
H -2.2435 -0.2586 1.3336 0.2 -0.1 0.4